Record 1
C14H31N4O6Tl as an isolated structure at a distorted geometry, computed with the ωB97M-V functional and the def2-TZVPD basis.

Properties
Net charge: +2
E_HOMO (eV): -13.1
Gap between HOMO and LUMO (hartree): 0.05085
LUMO level (eV): -11.683
Spin multiplicity: 1

The geometry in XYZ format:
```
56
Properties=species:S:1:pos:R:3:mulliken_charge:R:1
Tl -0.925 1.398 2.759 1.00
C 0.810 6.596 -2.646 -0.78
C 0.509 5.548 -1.531 0.73
O 1.187 5.579 -0.528 -0.28
O -0.419 4.715 -1.733 -0.41
H 1.168 5.995 -3.482 0.28
H 1.560 7.363 -2.455 0.33
H -0.140 7.066 -2.903 0.29
C -2.241 -2.019 -4.186 -1.12
C -1.338 -2.619 -3.096 0.78
O -1.035 -1.850 -2.154 -0.60
N -0.879 -3.855 -3.308 -0.14
C -0.051 -4.523 -2.354 -0.88
H -2.530 -0.996 -3.944 0.28
H -3.089 -2.687 -4.336 0.34
H -1.730 -1.978 -5.148 0.33
H -1.102 -4.301 -4.186 0.24
H 0.585 -5.288 -2.799 0.33
H -0.615 -5.174 -1.687 0.32
H 0.485 -3.855 -1.679 0.29
C -8.425 4.423 0.339 -1.20
C -6.970 4.318 0.074 0.82
O -6.202 3.520 0.603 -0.61
N -6.473 5.076 -0.920 -0.10
C -7.196 6.049 -1.719 -0.81
H -8.743 3.861 1.218 0.27
H -8.800 4.072 -0.623 0.36
H -8.691 5.457 0.555 0.37
H -5.481 5.029 -1.105 0.23
H -8.267 6.068 -1.514 0.34
H -7.191 5.777 -2.775 0.31
H -6.694 7.008 -1.593 0.30
C 6.232 -0.737 1.127 -1.08
C 5.086 -0.486 0.122 0.85
O 4.053 0.016 0.502 -0.59
N 5.320 -0.641 -1.137 -0.19
C 4.508 -0.236 -2.274 -0.85
H 7.111 -0.321 0.634 0.33
H 6.470 -1.790 1.279 0.31
H 6.159 -0.242 2.096 0.30
H 6.186 -1.070 -1.430 0.22
H 5.041 0.324 -3.042 0.29
H 3.619 0.289 -1.926 0.32
H 4.083 -1.134 -2.721 0.31
C 2.207 -6.007 4.467 -1.09
C 2.330 -4.524 4.682 0.71
O 1.601 -3.764 4.034 -0.62
N 3.200 -3.984 5.589 -0.14
C 3.835 -4.698 6.695 -0.80
H 3.186 -6.439 4.263 0.35
H 1.489 -6.293 3.697 0.28
H 2.080 -6.423 5.466 0.32
H 3.123 -2.999 5.799 0.28
H 3.353 -5.643 6.947 0.27
H 3.786 -4.029 7.553 0.31
H 4.866 -4.940 6.436 0.28
```

***

Record 2
C14H32ClGdINO2P2 as an isolated structure at a distorted geometry, computed with the ωB97M-V functional and the def2-TZVPD basis.

Properties
Net charge: +2
E_HOMO (alpha / beta) (eV): -14.0 / -14.0
Gap between HOMO and LUMO (alpha / beta) (hartree): 0.27922 / 0.21636
LUMO level (alpha / beta) (eV): -6.368 / -8.078
Spin multiplicity: 8
⟨S²⟩: 16.0576

The geometry in XYZ format:
```
54
Properties=species:S:1:pos:R:3:mulliken_charge:R:1
C 0.094 0.991 -8.521 -0.91
C 0.098 1.566 -7.123 0.49
H 0.097 1.817 -9.236 0.31
H -0.810 0.390 -8.685 0.31
H 0.993 0.382 -8.687 0.31
O 0.107 2.713 -6.772 -0.42
I 0.087 0.061 -5.549 -0.06
Gd 0.139 0.197 -0.719 1.16
P 2.743 0.054 -0.868 0.47
C 3.491 1.286 0.204 -1.03
C 3.170 -1.615 -0.272 -0.85
H 4.267 -1.705 -0.403 0.44
H 4.301 0.091 -2.610 0.41
H 2.626 -2.377 -0.866 0.33
H 2.651 -0.470 -3.229 0.27
H 3.153 1.156 1.250 0.25
H 2.870 -1.756 0.787 0.16
C 3.204 0.250 -2.595 -0.95
H 4.583 1.144 0.103 0.40
H 2.915 1.263 -2.935 0.37
H 3.178 2.293 -0.124 0.37
P -2.493 0.095 -0.829 0.38
C -3.295 1.335 0.204 -1.10
C -3.010 0.289 -2.556 -1.01
H -2.490 -2.341 -0.860 0.34
H -4.112 -1.636 -0.395 0.42
H -2.729 -1.739 0.795 0.40
C -3.013 -1.567 -0.264 -1.06
H -2.477 -0.434 -3.205 0.27
H -4.111 0.147 -2.599 0.41
H -4.390 1.213 0.095 0.38
H -2.970 2.336 -0.130 0.36
H -2.718 1.294 -2.915 0.36
H -2.990 1.242 1.264 0.37
Cl 0.072 -1.712 -2.231 -0.40
O 0.409 -0.452 1.307 -0.67
C 0.125 -0.680 2.561 0.61
C 1.130 -1.080 3.562 -0.38
C 1.305 -0.027 4.656 -0.71
C 0.180 0.032 5.691 -0.72
C -1.209 0.384 5.165 -0.55
C -1.765 -0.628 4.208 -0.85
N -1.158 -0.521 2.851 0.26
H 0.786 -2.031 4.003 0.44
H 2.065 -1.251 3.033 0.09
H 2.252 -0.236 5.197 0.41
H 1.444 0.968 4.204 0.33
H 0.122 -0.937 6.217 0.31
H 0.449 0.791 6.448 0.34
H -1.913 0.439 6.009 0.36
H -1.201 1.387 4.706 0.29
H -1.641 -1.657 4.562 0.35
H -2.857 -0.450 4.039 0.42
H -1.754 -0.302 2.058 -0.32
```

***

Record 3
C14H32DyN4O2P2 as an isolated structure at a distorted geometry, computed with the ωB97M-V functional and the def2-TZVPD basis.

Properties
Net charge: +2
E_HOMO (alpha / beta) (eV): -14.1 / -14.1
Gap between HOMO and LUMO (alpha / beta) (hartree): 0.29989 / 0.19141
LUMO level (alpha / beta) (eV): -5.987 / -8.937
Spin multiplicity: 7
⟨S²⟩: 12.5703

The geometry in XYZ format:
```
55
Properties=species:S:1:pos:R:3:mulliken_charge:R:1
Dy 0.352 0.337 -0.327 -0.69
P -0.477 1.579 1.658 0.18
P 1.991 -1.301 0.518 0.06
N -0.691 1.789 -1.408 -0.08
N 0.998 -0.244 -2.195 0.12
H -1.208 2.020 -3.364 0.63
H 0.233 -0.073 -4.066 0.65
H -1.699 0.439 -2.687 0.12
C -0.906 1.205 -2.713 -0.75
H 1.110 1.372 -3.499 0.16
C 0.413 0.575 -3.215 -0.58
H -2.212 3.110 -1.299 0.59
H 2.187 -1.464 -3.226 0.57
C -1.552 2.522 -0.689 -0.19
C 1.912 -1.191 -2.229 0.05
C -1.536 2.586 0.712 -0.64
C 2.468 -1.800 -1.087 -0.68
H -2.170 3.310 1.215 0.53
H 3.169 -2.616 -1.208 0.46
H 2.971 -0.812 1.310 0.07
H 1.383 -2.282 1.251 0.07
H 0.498 2.247 2.320 0.12
H -1.137 0.822 2.574 0.06
H 2.969 1.241 -1.934 -0.03
C 3.051 2.036 -1.183 1.03
C 4.131 1.709 -0.194 -1.32
C 3.152 3.388 -1.832 -1.44
O 1.789 2.053 -0.420 -0.24
H 5.097 1.758 -0.704 0.44
H 4.139 2.435 0.633 0.32
H 4.027 0.703 0.226 0.18
H 2.313 3.585 -2.512 0.40
H 3.175 4.184 -1.071 0.33
H 4.075 3.439 -2.413 0.43
H 1.014 2.344 -1.014 0.49
C -2.874 -1.512 -0.841 -0.63
N -2.826 -1.981 0.569 -0.11
C -3.899 -2.862 0.988 -1.20
C -1.801 -1.603 1.345 0.88
O -0.972 -0.860 0.708 -0.24
N -1.500 -1.888 2.631 0.16
C -2.309 -2.672 3.583 -1.07
C -0.251 -1.458 3.324 -1.06
H -3.754 -1.919 -1.370 0.37
H -1.985 -1.848 -1.387 0.24
H -2.954 -0.419 -0.871 0.15
H -3.483 -3.825 1.309 0.40
H -4.509 -2.365 1.753 0.38
H -4.585 -3.087 0.164 0.37
H -1.751 -3.569 3.896 0.36
H -2.521 -2.065 4.474 0.34
H -3.283 -3.012 3.228 0.39
H 0.409 -0.860 2.706 0.10
H -0.500 -0.856 4.213 0.41
H 0.318 -2.343 3.651 0.36
```

***

Record 4
C14H32FeN2S4 as an isolated structure, computed with the ωB97M-V functional and the def2-TZVPD basis.

Properties
Net charge: +2
E_HOMO (alpha / beta) (eV): -15.0 / -15.5
Gap between HOMO and LUMO (alpha / beta) (hartree): 0.37086 / 0.33355
LUMO level (alpha / beta) (eV): -4.956 / -6.377
Spin multiplicity: 5
⟨S²⟩: 6.0127

The geometry in XYZ format:
```
53
Properties=species:S:1:pos:R:3:mulliken_charge:R:1
Fe 0.091 -0.095 -0.374 0.69
C 2.789 -1.110 1.941 -0.92
C 2.834 0.398 2.123 -0.76
S 2.226 1.242 0.643 0.03
C 1.594 2.767 1.370 -0.50
C 0.713 3.494 0.370 -0.97
S -0.569 2.491 -0.408 0.09
C -1.957 2.603 0.744 -0.92
C -1.831 1.805 2.032 -0.84
S -1.518 0.047 1.712 0.07
C -0.483 -0.371 3.129 -0.36
C 0.167 -1.721 2.880 -1.04
S 1.210 -1.795 1.404 0.12
H 3.070 -1.614 2.866 0.51
H 3.497 -1.429 1.174 0.42
H 3.863 0.711 2.295 0.56
H 2.239 0.723 2.974 0.40
H 2.445 3.399 1.626 0.52
H 1.061 2.520 2.286 0.16
H 1.305 3.877 -0.461 0.46
H 0.222 4.345 0.841 0.50
H -2.824 2.287 0.163 0.37
H -2.102 3.658 0.974 0.60
H -2.756 1.885 2.603 0.55
H -1.020 2.182 2.653 0.40
H -1.111 -0.414 4.019 0.53
H 0.253 0.419 3.259 0.02
H -0.590 -2.489 2.720 0.44
H 0.767 -2.029 3.736 0.53
C 2.010 -0.758 -2.475 -1.17
N 0.854 -1.523 -1.943 0.82
C 1.318 -2.869 -1.545 -1.52
C -0.185 -1.680 -2.986 -0.96
C -1.546 -1.761 -2.343 -1.02
N -1.824 -0.515 -1.603 0.88
C -3.128 -0.651 -0.925 -1.34
C -1.946 0.604 -2.572 -1.40
H 2.368 -1.171 -3.422 0.38
H 2.832 -0.790 -1.760 0.27
H 1.732 0.284 -2.648 0.40
H 1.659 -3.415 -2.429 0.39
H 0.514 -3.429 -1.072 0.40
H 2.145 -2.799 -0.846 0.36
H 0.000 -2.581 -3.576 0.36
H -0.130 -0.840 -3.676 0.48
H -1.592 -2.594 -1.639 0.43
H -2.312 -1.931 -3.107 0.39
H -3.920 -0.808 -1.662 0.42
H -3.363 0.248 -0.361 0.24
H -3.110 -1.498 -0.243 0.37
H -2.623 0.334 -3.389 0.32
H -0.984 0.882 -2.998 0.32
H -2.355 1.479 -2.075 0.52
```